Entry 1:
Formula: C22H44B2Br2F3N4O8
Source: the Open Molecules 2025 dataset
Level of theory: the ωB97M-V functional and the def2-TZVPD basis

Structure (XYZ):
```
85
Properties=species:S:1:pos:R:3:forces:R:3
C -2.7310 -3.9218 0.3965 -0.5 -1.8 0.1
O -3.9526 -3.1675 0.3377 1.7 1.3 0.5
B -3.7380 -1.7503 0.6678 -0.9 -1.6 1.3
O -3.3316 -1.5039 2.0275 -0.7 -0.1 -0.9
B -4.0462 -0.5541 -0.4940 1.3 -0.1 1.3
C -2.8248 0.5690 -0.2278 0.3 0.9 0.6
C -1.4385 0.3952 -0.9486 2.3 0.1 -0.8
C -0.3088 -0.4050 -0.1444 1.4 0.7 -0.6
F -0.4626 -1.6825 0.4234 -0.8 2.6 0.6
C 1.0159 0.1822 -0.0160 -1.8 -1.3 -0.1
F 1.4623 0.9420 1.0772 0.7 -2.3 -1.8
F 1.8746 -0.0187 -1.1383 -1.2 2.6 1.9
C -3.7822 -1.2166 -1.9514 0.3 0.1 -2.1
C -4.8465 -2.0986 -2.6689 -1.3 -2.0 -0.3
O -5.5544 -3.0084 -2.2290 1.9 2.7 -0.4
O -4.9883 -1.8785 -4.0985 1.3 -0.4 1.5
C -5.3946 0.3132 -0.2556 -1.1 0.7 -1.8
Br -5.4101 1.2110 1.5696 -0.1 -0.3 -0.5
C -6.8394 -0.2840 -0.4087 -1.3 0.9 2.2
C -7.1932 -1.6450 0.3224 -0.1 0.2 0.0
Br -7.6214 -0.1404 -2.2719 0.7 -0.3 0.7
H -2.3250 -3.9834 1.4596 -0.1 0.4 -1.4
H -3.0123 -5.0008 0.1161 0.4 1.4 0.3
H -1.9498 -3.6053 -0.3652 -0.8 0.0 1.1
H -3.8271 -2.0416 2.6704 0.5 0.0 -0.5
H -3.2293 1.6045 -0.5381 0.8 -1.3 0.2
H -2.5997 0.7005 0.8917 -0.3 -0.2 -1.5
H -1.3974 0.0200 -2.0149 -0.9 0.2 1.0
H -0.9981 1.4553 -1.0206 -0.5 -1.7 0.1
H -3.4969 -0.3618 -2.6712 -0.5 -1.3 0.6
H -2.8210 -1.8456 -1.8760 -1.4 0.6 -0.1
H -4.1416 -2.2334 -4.4637 -0.7 0.8 -0.1
H -5.3509 1.2139 -0.9737 -0.2 -1.1 1.2
H -7.5187 0.4740 0.1315 0.9 -1.1 -1.1
H -6.5047 -2.5150 0.1252 -0.7 1.0 -0.2
H -8.2679 -1.9115 0.0314 1.5 0.3 0.6
H -7.1300 -1.4266 1.4483 -0.2 -0.2 -1.6
C 4.2287 1.0233 5.8526 0.0 0.0 0.1
C 5.3917 0.6112 4.9908 0.5 -0.1 -0.2
O 6.5418 0.5927 5.4152 -0.2 0.2 0.0
N 5.1362 0.2523 3.7056 0.0 0.2 0.6
C 3.8583 0.2086 3.0222 0.4 -0.1 -0.3
H 4.5904 1.2801 6.8476 0.1 -0.1 -0.2
H 3.7369 1.8999 5.4262 -0.1 -0.1 0.0
H 3.5184 0.1992 5.9445 -0.1 0.1 -0.1
H 5.9640 -0.0110 3.1912 -0.1 0.0 0.0
H 3.6913 -0.8124 2.6741 -0.3 0.1 -0.1
H 3.9084 0.8749 2.1596 -0.3 -0.1 0.0
H 3.0352 0.5106 3.6648 0.1 0.0 0.0
C 8.1410 -1.8518 5.6254 0.1 -0.1 0.1
C 8.5065 -3.0526 6.4554 -0.3 -0.5 -0.1
O 7.8053 -4.0548 6.4959 0.1 0.2 0.0
N 9.6603 -3.0017 7.1782 -0.2 0.1 -0.2
C 10.6169 -1.9190 7.2638 0.1 -0.5 0.3
H 7.2011 -2.0407 5.1099 0.1 -0.1 0.2
H 8.0134 -0.9780 6.2648 0.1 0.0 -0.2
H 8.9144 -1.6636 4.8773 0.0 0.2 0.1
H 9.8384 -3.8420 7.7086 0.0 0.1 0.0
H 11.5886 -2.2900 6.9299 0.1 0.3 0.0
H 10.6947 -1.6093 8.3084 0.1 0.2 -0.1
H 10.3271 -1.0660 6.6549 -0.1 -0.1 0.0
C -3.3337 -0.6494 -8.5258 0.0 -0.1 -0.2
C -3.5184 -0.6281 -7.0315 -0.1 0.0 0.7
O -3.3032 -1.6094 -6.3361 0.3 -0.2 -0.4
N -3.9386 0.5276 -6.4550 0.2 -0.3 -0.3
C -4.2455 1.7887 -7.0937 -0.1 -0.1 0.5
H -2.9964 -1.6384 -8.8333 0.0 0.1 0.2
H -4.2815 -0.4363 -9.0247 0.1 0.1 -0.1
H -2.5782 0.0816 -8.8216 -0.1 0.0 -0.1
H -4.0393 0.4608 -5.4504 -0.1 -0.1 0.0
H -3.5947 2.5567 -6.6701 -0.1 0.2 -0.2
H -5.2846 2.0423 -6.8730 0.0 0.2 -0.2
H -4.1042 1.7493 -8.1714 0.0 -0.1 0.1
C 0.2856 5.6391 -2.7764 0.0 0.2 -0.1
C 0.2335 4.2403 -2.2214 -0.4 -0.6 0.1
O -0.7946 3.5799 -2.2213 0.1 0.3 -0.1
N 1.3786 3.7129 -1.7084 -0.2 0.3 -0.2
C 2.6859 4.3259 -1.6164 -0.1 -0.5 0.2
H -0.7005 5.9169 -3.1465 0.1 -0.2 0.1
H 0.5724 6.3439 -1.9930 0.1 0.0 -0.1
H 0.9935 5.6882 -3.6066 0.1 0.1 0.1
H 1.2643 2.7722 -1.3560 0.0 0.1 0.0
H 3.3969 3.7052 -2.1659 0.2 0.2 0.0
H 2.9790 4.3558 -0.5647 0.2 0.2 -0.1
H 2.6966 5.3344 -2.0233 -0.1 -0.1 0.0
```
Positions in Å, forces in eV/Å.

Computed properties:
E_LUMO ... 1.45 eV
HOMO-LUMO gap ... 6.4 eV
Total charge ... -1

***

Entry 2:
Formula: C25H51BrF5KN4O5SSi
Source: the Open Molecules 2025 dataset
Level of theory: the ωB97M-V functional and the def2-TZVPD basis

Structure (XYZ):
```
94
Properties=species:S:1:pos:R:3:forces:R:3
K -1.5586 2.9247 -0.2692 -0.1 -0.5 -0.1
N -1.7179 -1.2068 1.1653 0.1 0.0 0.0
C -1.9200 -2.1835 2.2300 -0.1 0.1 0.0
C -3.0554 -1.7599 3.1605 0.0 0.0 0.0
C -2.7173 -0.6099 4.1352 0.0 0.0 0.0
C -3.4252 0.7178 3.8518 0.1 -0.1 0.0
N -2.9807 1.3144 2.6020 -0.1 0.0 0.0
H -0.8822 -1.4251 0.6270 0.0 0.2 0.1
H -1.5879 -0.2802 1.5658 0.2 0.1 0.1
H -1.0126 -2.3570 2.8257 0.0 0.1 0.0
H -2.1730 -3.1396 1.7628 0.0 0.0 0.0
H -3.3583 -2.6379 3.7373 0.0 0.0 0.0
H -3.9150 -1.4789 2.5423 0.0 0.0 0.0
H -1.6383 -0.4233 4.1251 0.0 0.0 0.0
H -2.9738 -0.9171 5.1545 0.0 0.0 0.0
H -3.1894 1.4136 4.6612 0.0 0.0 0.0
H -4.5120 0.5441 3.8911 0.0 0.0 0.0
H -3.0443 2.3288 2.5986 0.1 0.0 0.0
H -3.5222 0.9839 1.8105 -0.1 0.0 0.0
C -0.0202 -2.1597 -3.6947 0.0 0.0 0.1
C -0.7454 -1.6108 -2.4629 -0.1 0.0 -0.2
C -1.5717 -0.3924 -2.8511 0.1 -0.1 -0.1
C -1.6332 -2.6984 -1.8544 0.1 0.0 0.0
O 0.1662 -1.1392 -1.4745 0.1 -0.2 0.2
Si 1.5868 -1.7325 -0.8651 0.2 0.0 0.0
S 2.0963 -0.7146 0.8248 -0.1 -0.3 -0.1
O 1.3020 -3.3692 -0.7181 -0.2 0.2 0.0
C 2.1496 -4.4431 -0.3760 0.1 -0.1 0.0
C 3.5467 -3.9911 0.0463 0.0 0.0 0.0
C 2.2506 -5.3432 -1.6084 0.0 0.0 0.0
C 1.4772 -5.1855 0.7774 0.0 0.0 0.0
O 2.7316 -1.7583 -2.0844 -0.1 0.0 0.0
C 3.4981 -0.6924 -2.6230 0.1 0.1 -0.1
C 2.7026 0.6102 -2.6624 0.0 -0.1 0.1
C 3.8732 -1.1210 -4.0398 0.0 0.0 0.0
C 4.7578 -0.5103 -1.7765 0.0 0.0 0.0
H -0.7507 -2.5436 -4.4116 0.0 0.0 0.0
H 0.6578 -2.9653 -3.4122 0.0 0.0 0.0
H 0.5587 -1.3718 -4.1789 0.0 0.0 0.0
H -2.3263 -0.6484 -3.5998 0.0 0.0 0.0
H -0.9352 0.3959 -3.2545 0.0 0.0 0.0
H -2.0667 0.0121 -1.9717 -0.1 0.0 0.1
H -2.3776 -3.0305 -2.5829 0.0 0.0 0.0
H -2.1447 -2.3079 -0.9725 0.0 0.0 -0.1
H -1.0222 -3.5475 -1.5485 0.0 0.0 0.0
H 4.0431 -3.4788 -0.7788 0.0 0.0 0.0
H 4.1412 -4.8607 0.3385 0.0 0.0 0.0
H 3.4838 -3.2916 0.8807 0.0 0.0 0.0
H 2.6794 -4.7705 -2.4327 0.0 0.0 0.0
H 1.2561 -5.6835 -1.9047 0.0 0.0 0.0
H 2.8812 -6.2144 -1.4102 0.0 0.0 0.0
H 1.3955 -4.5162 1.6352 0.0 0.0 0.0
H 2.0519 -6.0701 1.0648 0.0 0.0 0.0
H 0.4717 -5.4933 0.4839 0.0 0.0 0.0
H 1.7518 0.4732 -3.1784 0.0 0.0 0.0
H 3.2709 1.3894 -3.1746 0.0 0.0 0.0
H 2.4864 0.9412 -1.6455 0.1 -0.1 -0.2
H 2.9744 -1.2243 -4.6501 0.0 0.0 0.0
H 4.3839 -2.0858 -4.0081 0.0 0.0 0.0
H 4.5331 -0.3841 -4.5037 0.0 0.0 0.0
H 4.4722 -0.3557 -0.7353 0.0 0.0 0.0
H 5.3327 0.3510 -2.1273 0.0 0.0 0.0
H 5.3876 -1.4019 -1.8385 0.0 0.0 0.0
N 1.1006 2.5828 -0.2787 0.4 0.1 0.0
C 1.6433 3.3202 0.8618 0.0 -0.1 -0.1
C 1.4662 2.4891 2.1253 0.0 0.0 0.0
N 0.0564 2.1429 2.3284 0.2 0.1 0.1
H 1.4399 1.6239 -0.2602 -0.1 0.0 0.2
H 1.3766 2.9939 -1.1634 -0.1 0.0 0.0
H 1.0989 4.2656 0.9721 0.0 0.1 0.0
H 2.7096 3.5656 0.7535 0.0 0.0 0.0
H 1.8882 3.0358 2.9758 0.0 0.0 0.0
H 2.0411 1.5662 2.0007 -0.1 0.2 0.1
H -0.3683 2.6745 3.0756 -0.1 0.0 -0.1
H -0.0412 1.1649 2.5594 0.0 -0.1 -0.1
C -4.7352 -0.6753 -0.8226 0.1 0.0 0.1
O -3.8477 0.0692 -0.0234 -0.4 0.5 -0.2
H -5.2483 -1.4577 -0.2481 0.0 0.0 0.0
H -4.2329 -1.1439 -1.6718 0.0 0.0 0.0
H -5.4868 0.0122 -1.2111 0.0 0.0 0.0
H -3.0629 -0.4591 0.2279 0.1 -0.5 0.1
F 0.8914 8.3044 1.9145 0.0 0.0 0.0
C -0.0401 7.3277 1.8002 0.0 0.0 0.0
C -0.2268 6.4047 2.8131 0.0 0.0 0.1
F 0.5285 6.4883 3.9300 0.0 0.0 -0.1
C -1.1691 5.4075 2.6913 0.0 -0.1 0.0
F -1.3153 4.5477 3.7328 0.0 0.1 0.0
C -1.9970 5.2267 1.5468 0.1 0.2 0.3
O -2.8292 4.2774 1.4275 -0.3 0.2 0.3
C -1.7794 6.2263 0.5533 -0.1 0.0 0.0
F -2.5572 6.2113 -0.5436 0.1 0.0 0.0
C -0.8371 7.2280 0.6714 0.0 0.0 0.0
F -0.6961 8.1405 -0.3073 0.0 0.0 0.0
Br -1.3443 3.5649 -3.2487 0.1 0.0 -0.3
```
Positions in Å, forces in eV/Å.

Computed properties:
ΔE to the lowest compared entry with this formula, charge and spin ... 66.1 kJ/mol
E_LUMO ... 4.16 eV
HOMO-LUMO gap ... 6.8 eV
Total charge ... -2

***

Entry 3:
Formula: C22H19F3NO4S
Source: the Open Molecules 2025 dataset
Level of theory: the ωB97M-V functional and the def2-TZVPD basis

Structure (XYZ):
```
50
Properties=species:S:1:pos:R:3:forces:R:3
C -6.2042 2.2807 0.1340 -0.1 0.0 -0.3
C -5.1081 2.3599 1.1662 0.1 -0.1 0.0
O -3.8383 2.5198 0.4781 -0.1 0.0 0.6
C -2.7953 2.6916 1.3156 0.0 0.1 0.4
C -1.4985 2.8882 0.5811 0.0 0.6 -0.2
C -1.4233 3.1721 -0.7406 -0.6 -0.3 1.4
C -0.1834 3.4032 -1.4596 1.2 0.3 -0.9
C 0.9710 2.6220 -1.2250 -0.4 0.0 -0.1
C 2.1497 2.8687 -1.9166 0.0 0.1 0.1
C 2.2164 3.9191 -2.8436 -0.4 -0.1 0.2
C 3.4449 4.1844 -3.5450 2.0 0.4 -1.2
N 4.4448 4.3907 -4.1202 -2.2 -0.4 1.2
C 1.0729 4.6865 -3.1085 0.0 0.1 0.0
C -0.1167 4.4173 -2.4417 0.0 -0.4 0.5
C -0.3084 3.0888 1.4811 0.6 0.1 0.1
O 0.5203 3.9695 1.3109 -0.9 -0.7 0.1
O -0.2494 2.2271 2.5068 0.5 0.6 -0.5
C 0.9178 2.4638 3.3262 -0.1 -0.2 0.1
C 0.8063 1.5702 4.5277 0.0 -0.3 0.4
O -2.9008 2.7426 2.5270 -0.1 0.0 -1.2
H -7.1581 2.1184 0.6432 0.1 0.0 0.0
H -6.2842 3.2093 -0.4424 0.1 -0.1 0.1
H -6.0443 1.4510 -0.5627 0.0 0.1 0.2
H -5.2605 3.2141 1.8387 0.1 -0.2 -0.1
H -5.0622 1.4362 1.7601 0.0 0.3 -0.1
H -2.3635 3.2858 -1.2782 0.2 -0.3 0.0
H 0.9131 1.7762 -0.5302 0.0 0.3 -0.3
H 3.0335 2.2547 -1.7292 -0.3 0.2 -0.1
H 1.1218 5.4924 -3.8429 0.0 -0.3 0.2
H -1.0129 5.0076 -2.6371 0.3 -0.1 -0.1
H 1.8171 2.2348 2.7364 -0.3 0.2 0.1
H 0.9382 3.5197 3.6229 0.1 -0.2 -0.2
H 1.6910 1.7030 5.1561 0.0 0.0 0.0
H -0.0733 1.8241 5.1291 0.1 -0.1 -0.1
H 0.7423 0.5133 4.2498 0.0 0.2 0.0
F -4.9946 -2.7821 -1.1218 -0.4 0.2 0.8
C -5.0718 -2.4121 0.1897 0.2 0.2 0.0
F -5.8287 -1.2609 0.2313 0.1 -0.8 -0.2
F -5.7868 -3.3731 0.8403 0.2 0.6 -0.5
C -3.7156 -2.1802 0.7955 -0.1 -0.2 0.1
C -3.5282 -2.3947 2.1623 0.1 0.0 0.2
C -2.2617 -2.1566 2.7213 -0.4 -0.1 -0.1
C -1.2190 -1.7005 1.9373 -0.6 -0.1 -0.4
C -1.4152 -1.4464 0.5480 -1.3 -0.6 0.9
S -0.1943 -0.8585 -0.4023 1.9 1.0 -1.4
C -2.6949 -1.7229 -0.0162 0.3 0.0 0.7
H -4.3528 -2.7487 2.7718 0.1 0.0 0.0
H -2.1081 -2.3379 3.7880 0.0 0.0 -0.3
H -0.2300 -1.5219 2.3500 -0.2 0.0 -0.1
H -2.8488 -1.5731 -1.0778 0.1 0.0 0.1
```
Positions in Å, forces in eV/Å.

Computed properties:
ΔE to the lowest compared entry with this formula, charge and spin ... 0.0 kJ/mol
E_LUMO ... 1.66 eV
HOMO-LUMO gap ... 5.1 eV
Total charge ... -1

***

- Among the records above, which one has the highest HOMO-LUMO gap?
  C25H51BrF5KN4O5SSi